[1]
Computed, not measured: an isolated molecule of C17H21N3O5S, with wB97M-V/def2-TZVPD.

The spin multiplicity is 1. The SMILES is COc1ccc(OC)c(N(CC(=O)NCc2ccncc2)S(C)(=O)=O)c1. The value obtained for the LUMO energy is 0.499 eV. Its total charge is 0. For the energy above the lowest of the compared OMol25 structures with the same formula, charge and spin, the calculation gives 291.42 kJ/mol.

Cartesian coordinates (Å):
C -0.966 -3.941 -1.907
O -0.218 -2.749 -1.941
C 0.206 -2.219 -0.760
C 0.012 -2.781 0.491
C 0.511 -2.141 1.616
C 1.210 -0.948 1.530
O 1.779 -0.319 2.600
C 1.505 -0.805 3.893
C 1.373 -0.348 0.262
N 2.059 0.872 0.135
C 1.676 2.004 0.953
C 0.239 2.481 0.725
O -0.452 2.883 1.639
N -0.175 2.445 -0.556
C -1.510 2.882 -0.905
C -2.570 1.850 -0.609
C -2.283 0.491 -0.600
C -3.302 -0.402 -0.314
N -4.546 -0.039 -0.056
C -4.821 1.255 -0.072
C -3.879 2.234 -0.337
S 2.831 1.249 -1.300
C 3.925 -0.163 -1.550
O 3.627 2.410 -1.052
O 1.894 1.343 -2.393
C 0.875 -0.997 -0.856
H -1.889 -3.820 -1.331
H -1.216 -4.159 -2.944
H -0.384 -4.770 -1.493
H -0.518 -3.711 0.617
H 0.355 -2.607 2.575
H 1.918 -1.808 4.043
H 1.995 -0.111 4.574
H 0.431 -0.814 4.098
H 1.793 1.761 2.011
H 2.362 2.814 0.696
H 0.430 2.102 -1.290
H -1.524 3.127 -1.970
H -1.734 3.786 -0.329
H -1.286 0.135 -0.802
H -3.110 -1.468 -0.289
H -5.849 1.515 0.146
H -4.154 3.278 -0.326
H 4.558 -0.225 -0.675
H 3.335 -1.060 -1.677
H 4.514 0.041 -2.436
H 0.973 -0.552 -1.832

***

[2]
Computed, not measured: a structure of composition C44H66FN2O4P2SSiTi in a non-equilibrium geometry, with wB97M-V/def2-TZVPD.

The spin multiplicity is 2. The value obtained for the LUMO energy (alpha / beta) is 4.117 / 4.117 eV. Its total charge is -2. For the energy above the lowest of the compared OMol25 structures with the same formula, charge and spin, the calculation gives 191.74 kJ/mol.

Cartesian coordinates (Å):
Ti 0.473 0.689 0.299
C -5.404 -1.360 -0.990
C -4.659 -0.178 -0.376
C -5.613 0.825 0.274
P -3.334 0.650 -1.464
C -4.288 2.023 -2.360
C -3.395 2.551 -3.498
C -5.732 1.788 -2.851
C -3.131 -0.590 -2.766
C -3.664 -0.576 -4.047
C -3.309 -1.536 -4.985
C -2.354 -2.487 -4.645
C -1.823 -2.532 -3.374
C -2.236 -1.627 -2.368
N -1.814 -1.692 -1.066
C -1.477 -2.932 -0.627
C -2.111 -4.082 -1.185
C -1.858 -5.360 -0.754
C -0.945 -5.596 0.264
C -0.335 -4.506 0.858
C -0.570 -3.191 0.461
P 0.184 -1.836 1.445
C 1.993 -2.408 1.564
C 2.472 -3.459 2.568
C 2.446 -2.808 0.156
C -0.795 -2.145 3.061
C -2.221 -2.585 2.710
C -0.240 -3.095 4.118
H -6.093 -1.780 -0.248
H -5.983 -1.079 -1.870
H -4.699 -2.136 -1.286
H -4.058 -0.603 0.432
H -6.414 1.112 -0.407
H -5.078 1.724 0.587
H -6.077 0.383 1.160
H -4.321 2.804 -1.593
H -3.610 2.036 -4.434
H -3.553 3.621 -3.657
H -2.339 2.389 -3.283
H -6.007 0.736 -2.823
H -6.454 2.338 -2.246
H -5.844 2.133 -3.882
H -4.377 0.185 -4.330
H -3.750 -1.522 -5.975
H -2.022 -3.201 -5.391
H -1.061 -3.263 -3.132
H -2.842 -3.929 -1.968
H -2.379 -6.193 -1.216
H -0.730 -6.603 0.600
H 0.352 -4.689 1.675
H 2.506 -1.471 1.798
H 1.950 -4.409 2.456
H 3.534 -3.641 2.381
H 2.376 -3.121 3.598
H 2.008 -3.760 -0.148
H 2.168 -2.050 -0.573
H 3.536 -2.900 0.144
H -0.863 -1.151 3.511
H -2.259 -3.660 2.530
H -2.899 -2.347 3.534
H -2.587 -2.100 1.805
H -0.058 -4.087 3.701
H 0.680 -2.720 4.563
H -0.979 -3.200 4.919
O -2.108 0.750 2.736
H -2.295 -0.001 2.163
H -1.199 1.029 2.469
F 0.865 -0.287 -1.108
C 1.828 0.617 3.852
C 1.068 1.766 3.170
C 2.033 2.935 2.926
C -0.008 2.272 4.148
O 0.479 1.294 1.973
H 2.193 0.935 4.831
H 2.674 0.327 3.230
H 1.164 -0.242 3.982
H 2.606 3.124 3.837
H 1.480 3.836 2.662
H 2.722 2.700 2.120
H 0.477 2.636 5.055
H -0.704 1.478 4.419
H -0.568 3.094 3.698
O 9.524 -1.862 -0.802
C 8.761 -2.009 0.335
O 9.286 -2.550 1.279
C 7.409 -1.482 0.294
C 6.672 -1.427 1.492
C 5.432 -0.843 1.550
C 4.832 -0.259 0.411
S 3.400 0.686 0.547
C 5.527 -0.410 -0.809
C 6.773 -0.986 -0.861
H 9.022 -1.332 -1.430
H 7.141 -1.835 2.379
H 4.906 -0.785 2.495
H 5.067 -0.042 -1.717
H 7.252 -1.059 -1.835
C 2.910 2.327 -2.508
Si 1.035 2.559 -2.316
C 0.607 4.277 -3.065
C 0.206 1.396 -3.551
N 0.400 2.437 -0.703
C 0.326 3.582 0.076
C -0.776 3.805 0.927
C -0.947 5.004 1.593
C -0.009 6.025 1.480
C 1.115 5.806 0.696
C 1.281 4.615 0.010
H 3.190 2.140 -3.549
H 3.205 1.467 -1.911
H 3.487 3.182 -2.147
H 1.353 4.564 -3.812
H 0.565 5.067 -2.317
H -0.364 4.238 -3.565
H 0.468 0.355 -3.368
H 0.529 1.655 -4.564
H -0.881 1.477 -3.515
H -1.507 3.015 1.037
H -1.833 5.152 2.202
H -0.153 6.970 1.989
H 1.872 6.579 0.614
H 2.172 4.449 -0.583